8
Properties=species:S:1:pos:R:3:forces:R:3 method="wB97M-V/def2-TZVPD" homo_lumo_gap_ev="8.6 / 8.0" lumo_ha="-0.047 / -0.080" fmax_ev_per_a=3.84 e_tot_ha=-1139.89846
N -0.8686 0.6324 0.6717 -1.2536 -0.3145 -3.6140
O 1.9352 -0.3090 -0.4627 -0.9476 -1.0037 0.0706
O 0.0104 -1.2314 -1.8371 0.9872 0.3850 1.4445
O -0.4560 1.8914 0.4150 -0.4519 -0.0662 -0.1024
S 0.6040 -0.8777 -0.5522 -1.3291 1.6117 -1.2218
Cl 0.2758 -2.5353 0.6502 0.3766 -0.0114 0.1712
H -0.4129 0.1361 1.3968 1.4432 0.8055 1.7033
H -1.0881 2.2935 -0.2817 1.1752 -1.4063 1.5486

11
Properties=species:S:1:pos:R:3:forces:R:3 method="wB97M-V/def2-TZVPD" homo_lumo_gap_ev=9.8 smiles="[H]/N=C(/N)N(F)[N+](=O)[O-]" lumo_ha=-0.005 fmax_ev_per_a=3.06 e_tot_ha=-509.06340
H 0.3197 1.9079 1.1116 -0.6616 -0.4705 -0.5769
N -0.2826 1.1761 0.6820 1.9148 2.1828 0.9590
C 0.3773 0.3687 -0.0289 -0.0377 -0.0504 0.3780
N -0.3622 -0.7051 -0.3967 1.1379 -0.8801 -1.3347
N 1.8092 0.4964 -0.4732 -1.3117 0.4552 -0.7553
F 2.3033 1.7871 -0.4262 -0.5987 -0.8046 0.4279
N 2.7071 -0.3926 0.0984 0.3914 -1.5048 1.1070
O 2.2256 -1.5050 0.2630 0.3378 0.6508 -0.2891
O 3.8271 -0.0441 0.3496 -0.3204 0.3710 -0.3143
H -1.2781 -0.4272 -0.0940 -0.6482 -0.9539 -0.3649
H -0.1450 -1.4243 -1.1009 -0.2037 1.0044 0.7633

23
Properties=species:S:1:pos:R:3:forces:R:3 method="wB97M-V/def2-TZVPD" spin_multiplicity=3 homo_lumo_gap_ev="7.8 / 6.2" lumo_ha="-0.288 / -0.392" fmax_ev_per_a=4.20 total_charge=+2 e_tot_ha=-757.87155
C -1.9716 6.3178 -0.7273 -0.1688 2.5962 -3.1692
C 0.4816 0.3189 -0.1871 1.8051 -0.5580 -2.4803
C 1.4313 -1.9443 -0.6390 -1.2474 -2.1354 1.7953
C 0.7828 -4.0118 0.7576 1.1002 -4.0465 -0.2584
C -1.6873 3.4183 0.1299 1.1393 -1.5456 0.4294
N 2.1607 -1.5588 -1.6511 1.4756 0.1412 -1.4528
N 0.6255 -1.0353 0.0652 1.0028 -1.3617 -0.5978
N -0.0967 1.2014 0.4751 -0.4993 -0.9903 1.9597
N 1.4454 -3.2807 -0.3117 -1.1729 3.2635 0.0436
P -2.3636 4.9149 0.0657 -2.7067 -1.5053 2.0131
H -2.0912 7.2141 -0.1173 0.7238 0.0015 0.0999
H -2.3889 6.5132 -1.7817 0.8028 -0.5703 1.4630
H 1.0091 0.5223 -1.1473 -0.7233 0.7319 0.7112
H 1.5380 -4.2946 1.4986 -0.1664 0.9533 0.5046
H 0.7041 -5.1297 0.3548 -0.7693 2.4343 0.4207
H -0.1493 -3.7037 1.2240 0.0986 0.4230 -0.5412
H -2.3613 2.5692 0.4416 0.3265 1.1205 -0.6660
H -0.6335 3.0600 0.2486 -0.6171 0.6560 -0.2569
H 2.3373 -0.5715 -1.8096 0.0673 -0.5108 -0.1508
H 2.7427 -2.2367 -2.2063 -0.9492 1.0945 0.9499
H 0.0249 -1.3948 0.7621 -0.3774 -0.8067 0.9019
H -0.4647 0.7934 1.3844 0.3380 0.7133 -1.1432
H 2.1073 -3.8550 -0.7817 0.5179 -0.0987 -0.5756

50
Properties=species:S:1:pos:R:3:forces:R:3 method="wB97M-V/def2-TZVPD" homo_lumo_gap_ev=8.2 lumo_ha=0.082 fmax_ev_per_a=3.48 total_charge=-1 e_tot_ha=-1224.64681
C 0.2188 0.8633 -0.0825 0.6536 -1.0904 -0.9356
C -0.4852 0.2713 1.1175 -1.2930 -0.5672 -1.9482
O -0.3482 -1.1087 1.0265 0.0921 0.0645 1.1106
H 1.2818 0.9053 0.1645 0.0502 0.3650 -0.3162
H -0.1422 1.7533 -0.5425 -0.1342 1.3658 0.5387
H 0.1338 0.1643 -0.9375 0.0968 -0.0295 0.6176
H -1.5702 0.5013 1.0795 0.5407 0.3690 0.3854
H -0.0842 0.7633 1.9825 -0.0367 0.2164 1.0353
O 4.3188 0.3373 0.4365 1.3330 0.7277 0.5871
H 4.6798 -0.3137 1.0635 -0.6809 0.2208 -0.6362
H 3.5588 -0.0267 -0.0065 -0.7503 -1.0962 0.1226
O -2.9252 0.9533 -0.9655 0.0987 1.5845 1.1510
H -2.9582 0.0503 -1.2605 0.1024 -0.8385 0.3906
H -2.7832 1.0353 0.0195 -0.5081 -0.7077 -1.4502
O -0.6392 -3.0877 2.7965 0.3342 0.3953 1.0416
H -0.5062 -2.3397 2.1695 -0.0868 -0.0569 -0.1699
H -0.9822 -3.8477 2.3555 -0.2506 -0.4569 -0.7348
O -3.3482 2.0343 1.7705 0.1181 -0.0781 -0.3300
H -2.8592 2.8353 1.9585 -0.0863 0.4030 -0.0992
H -4.2612 2.2583 1.5735 -0.0239 0.1674 0.0570
O 1.6478 1.7163 -2.9105 -1.1218 -0.2168 -0.8968
H 0.7428 1.9063 -2.6455 -0.7364 -0.2347 -0.7114
H 2.0978 2.1073 -2.1925 1.7751 0.6854 1.1375
O 1.7308 -0.3217 3.2245 -2.6982 1.1943 0.9368
H 2.5078 -0.5737 2.8125 2.2706 -0.8242 -1.4515
H 1.0858 -0.1197 2.5105 0.8010 -0.6440 0.7724
O -1.0822 1.6143 -2.7775 0.3089 0.7565 0.4822
H -1.7012 2.1233 -3.2955 -0.3048 0.1508 -0.1509
H -1.4312 1.6053 -1.8605 -0.5185 -0.2448 -0.5639
O -0.6672 -0.9547 -3.3785 -0.5235 1.3983 -0.3317
H -0.4052 -1.2607 -2.5145 0.1932 -1.1047 0.4637
H -0.8322 -0.0007 -3.1815 0.1004 -0.9266 -0.7116
O -3.0892 -1.4017 1.3345 -1.9165 0.5093 -0.0142
H -2.1502 -1.3077 1.1625 1.2547 -1.0383 -0.0008
H -3.3692 -2.2797 1.6245 0.8699 0.2932 -0.1602
O -0.6382 -2.5617 -1.1275 0.3796 -1.2987 -0.4246
H -0.0212 -3.2857 -0.9325 -0.2374 0.1624 -0.4359
H -0.5402 -2.0367 -0.3235 -0.1786 1.0078 0.9104
O 2.1918 -1.6487 0.1525 1.0622 -0.1694 0.5443
H 1.3868 -1.5427 0.6805 -0.6703 0.1053 0.1721
H 1.8888 -1.6357 -0.7535 -0.1915 0.1167 -0.8125
O 2.1188 -0.9057 -2.6085 1.7530 -2.9907 0.2501
H 1.7828 -0.0407 -2.5645 -0.6137 2.4161 -0.3199
H 3.0888 -0.8417 -2.5345 -0.7336 0.1705 -0.0866
O -2.9042 0.1763 3.7125 -0.0348 2.7732 1.4016
H -2.7762 -0.3307 2.9525 0.1596 -2.3674 -1.8978
H -2.8712 1.0433 3.2385 -0.3121 -0.7889 1.0847
O 3.6928 2.4413 -1.3745 0.3751 0.7153 -1.4824
H 3.6818 2.2273 -0.4675 0.0760 -0.5289 1.9095
H 4.5338 2.0853 -1.6815 -0.1562 -0.0346 -0.0297

75
Properties=species:S:1:pos:R:3:forces:R:3 method="wB97M-V/def2-TZVPD" homo_lumo_gap_ev=8.2 lumo_ha=0.023 fmax_ev_per_a=18.83 e_tot_ha=-1144.06735
C 4.6330 -0.9927 -1.9306 -14.4075 3.3324 -6.0123
H 4.4416 -1.6304 -2.8707 -0.3160 0.5427 1.0505
C 3.6893 -1.4097 -0.8191 16.5124 0.3922 3.1887
H 4.0342 -0.7373 -0.0116 -0.5975 -0.3505 0.2443
H 4.3228 -2.4340 -0.6243 -2.0755 1.7909 0.5281
C 2.4471 -1.5336 -1.0054 -13.6111 -1.6323 -1.4344
C 2.1242 -2.7800 -1.6432 -4.6784 -2.9803 -8.2499
H 2.1608 -3.7800 -1.2968 0.6827 -0.6603 1.6231
H 2.5013 -2.9919 -2.7906 -0.0499 0.9617 2.6761
H 0.9132 -2.7782 -2.0541 2.8558 0.1760 1.4177
H 1.9346 -0.8133 -1.5915 0.2799 1.2616 -1.1431
C 1.4620 -1.5561 0.2025 5.5394 8.2123 -0.7827
N 2.2087 -2.1637 1.1432 -2.0771 -3.0005 6.5789
H 2.2101 -3.1318 0.9659 1.2182 -1.8424 -1.4644
C 1.3200 -2.4469 2.3988 7.6390 6.7778 4.8133
H 2.0495 -2.9177 3.3408 -1.7250 1.2314 -2.9930
C 0.1314 -3.0979 2.4049 -6.2625 -6.0510 0.3433
C -1.0319 -2.4394 1.7882 -5.1072 0.2091 -4.8452
C -1.6969 -1.2134 2.1219 13.6367 -6.6380 11.1596
C -2.5675 -0.5412 1.6576 -9.4570 3.2856 -10.1616
C -3.1366 -1.1391 0.3229 -1.8830 4.5121 4.3972
C -2.7524 -2.3932 0.1493 -8.3493 1.4227 -9.8396
C -1.8229 -3.0315 0.6804 9.6290 -3.3980 6.9606
H -1.4153 -3.9729 0.4167 -0.2423 -0.9899 -0.7744
H -3.3776 -2.9218 -1.0999 1.8243 1.1993 3.8191
C -4.2629 -0.2303 -0.3721 3.4044 -6.6355 -2.6984
H -4.6760 0.3293 0.3225 -2.6823 2.0458 3.6260
H -4.9987 -1.0111 -0.9200 1.5417 2.2613 0.9198
C -3.4931 0.7354 -1.1822 -1.0585 3.3250 -4.0249
C -4.6313 1.7104 -1.8503 3.7405 -8.4304 -6.6343
H -5.4746 0.9883 -2.4849 2.5770 1.7763 1.5771
H -5.1679 2.1035 -1.2262 -5.6261 4.6313 7.1463
H -4.2622 2.3914 -2.5451 0.8255 1.1856 -1.1287
C -2.6679 0.0760 -2.4552 -7.3605 -0.1049 0.3922
H -2.2761 0.7852 -3.0851 1.5259 1.3698 -1.1347
H -2.1809 -0.5951 -1.9213 3.6894 -3.1145 1.3498
H -3.4782 -0.6419 -3.1538 2.0458 2.2637 2.1001
H -2.8769 1.4604 -0.4694 -0.7633 -1.7730 -1.6059
H -2.9025 0.3905 1.9406 -0.7110 1.7615 0.9159
H -1.1567 -0.9110 3.2268 -1.5484 0.0792 -2.7036
C -0.4158 -3.4889 3.9072 1.9429 -5.6037 -1.6733
H -0.6101 -2.8351 4.7148 -0.1481 1.3775 0.1695
H -1.2974 -4.2667 3.7802 1.4723 1.9807 0.1473
H 0.4455 -4.2443 4.2807 -1.7313 1.7580 -0.4391
H 0.2145 -4.2575 1.8050 -0.1347 3.0961 1.6762
H 1.0804 -1.2656 2.8731 0.7260 -3.2831 -1.1302
C 1.5104 0.2072 0.6734 -8.8928 -5.2727 -1.7582
N 1.0698 1.1097 -0.4410 -1.8936 -15.9587 -2.9903
H 0.0010 0.5344 -0.8166 3.9119 2.4769 1.3183
C 0.9070 2.2181 0.0452 -5.4928 12.8274 -2.4299
H 1.7406 2.5555 0.4831 3.0508 1.4452 2.3039
C -0.3931 2.6493 0.7815 -0.5444 2.0291 -0.3031
N -0.2115 3.1259 2.0689 5.3720 -1.2492 8.4375
H 0.5828 2.4574 2.6793 -3.1462 1.5555 -2.1217
C 0.5571 4.5108 2.4117 1.0300 -5.2420 1.8684
H 0.6022 4.6090 3.6235 -0.2565 -0.0878 -3.3576
H -0.0851 5.0683 1.8873 -1.9164 3.5631 -1.3849
H 1.5486 4.4107 1.9211 -0.3952 0.6903 0.6238
H -1.0900 1.7803 0.8935 0.2096 0.6672 -0.6983
H -0.9431 3.7294 0.6105 0.6013 -2.7499 -2.1714
C 0.9819 3.2368 -1.4575 0.0681 3.2243 6.8683
C -0.1569 2.9066 -2.2618 4.9024 -2.2110 -6.0996
H -0.1712 3.5326 -3.2407 -0.0185 -1.1591 1.3361
H 0.1161 1.7521 -2.5784 -1.1048 2.5679 0.2939
H -1.0389 2.9558 -1.8606 -4.9907 0.2386 2.5841
C 2.3714 3.1001 -2.0019 -2.0999 -3.4451 4.4724
H 2.5865 2.0397 -2.1875 -0.1585 -0.0783 0.2444
H 2.9916 3.4260 -1.2220 1.4302 0.6294 0.6707
H 2.5064 3.5284 -2.8502 1.0187 3.3402 -5.4058
H 0.7859 4.4065 -0.6693 0.7130 -2.8269 -3.0101
H 2.3224 0.4430 1.1023 6.7937 1.7458 2.2360
H 0.7861 0.2513 1.6314 0.8242 0.1135 -2.1316
H 0.5111 -1.7576 -0.0092 -3.7695 -1.1757 -0.9219
H 5.4791 -1.1956 -1.8518 13.5913 -2.4117 2.4304
H 4.4380 0.0330 -2.4045 0.4569 -0.9776 1.1494

44
Properties=species:S:1:pos:R:3:forces:R:3 method="wB97M-V/def2-TZVPD" homo_lumo_gap_ev=7.7 smiles="C=CCSc1nnc(N2C(=O)C(O)=C(C(=O)c3ccco3)[C@H]2c2ccc(F)cc2)s1" lumo_ha=-0.029 fmax_ev_per_a=1.92 e_tot_ha=-2131.96644
C 5.2875 1.7348 0.9279 0.0130 0.1099 0.1212
C 5.5226 1.6888 -0.3680 0.0713 0.0684 -0.0546
C 5.8581 0.4704 -1.1638 -0.1836 -0.4769 0.1485
S 5.5265 -1.1076 -0.3095 0.7000 0.0362 -0.1189
C 3.8045 -1.0862 -0.3635 -0.5616 -0.3923 0.2434
N 3.1046 -0.1879 -0.9725 1.5291 0.2589 -0.1730
N 1.7973 -0.3816 -0.8797 -1.8926 -0.3006 0.0075
C 1.4804 -1.4288 -0.1967 1.1600 -0.3403 0.1897
N 0.2051 -1.8392 0.0423 -0.4661 -0.3704 0.0964
C -0.0959 -3.0048 0.6810 0.1532 -0.0146 -0.0322
O 0.6923 -3.8137 1.1282 -0.2138 -0.1443 0.0893
C -1.5740 -3.0857 0.7160 -0.4072 0.5715 -0.3893
O -2.1667 -4.1306 1.2694 0.0249 -0.0913 0.0834
C -2.1023 -1.9880 0.1152 0.3999 -0.8900 0.4167
C -3.5387 -1.6936 0.0256 0.1707 0.0098 -0.0727
O -4.3676 -2.3834 0.5907 0.0746 0.1220 -0.0768
C -3.9572 -0.5223 -0.7473 -1.5158 0.1822 0.1668
C -5.2207 0.0226 -0.8154 0.7752 -0.4578 0.1538
C -5.1282 1.1331 -1.6743 0.5042 0.1031 -0.2330
C -3.8242 1.1844 -2.0749 -0.6958 0.3829 -0.0964
O -3.1132 0.1960 -1.5259 0.3149 -0.2894 -0.0676
C -0.9838 -1.0843 -0.3396 0.0126 0.3732 -0.1587
C -0.9821 0.2707 0.3356 -0.0044 0.0702 0.0807
C -0.5606 1.3937 -0.3643 -0.1379 0.0085 0.2149
C -0.5281 2.6307 0.2516 -0.0399 0.1068 0.1260
C -0.9211 2.7267 1.5744 -0.0235 -0.2194 -0.0377
F -0.8973 3.9305 2.1787 0.0010 -0.0383 -0.0244
C -1.3384 1.6223 2.2945 0.0702 0.2740 0.0509
C -1.3629 0.3904 1.6662 0.0825 0.0554 -0.2466
S 2.8485 -2.3375 0.4281 0.1610 0.8399 -0.5026
H 5.0582 2.6596 1.4269 -0.0279 0.2447 0.0211
H 5.3104 0.8521 1.5457 -0.0197 -0.2000 0.0468
H 5.4924 2.5902 -0.9661 -0.0367 0.1832 0.0180
H 5.2872 0.4507 -2.0920 0.1090 0.0414 -0.0126
H 6.9251 0.4425 -1.3963 -0.0464 -0.0574 -0.0663
H -1.4831 -4.7430 1.5938 0.0230 0.1576 -0.0824
H -6.0857 -0.3432 -0.3023 -0.1345 -0.1323 0.1403
H -5.9159 1.7995 -1.9586 -0.1080 0.1825 -0.1005
H -3.3044 1.8564 -2.7296 0.1683 0.0334 -0.0587
H -0.9788 -0.9449 -1.4259 0.0130 -0.0573 0.1500
H -0.2452 1.2964 -1.3903 0.0348 -0.0171 -0.1082
H -0.2011 3.5120 -0.2764 0.0347 0.1132 -0.0338
H -1.6357 1.7319 3.3251 -0.0305 0.0484 0.1042
H -1.6881 -0.4801 2.2162 -0.0551 -0.0878 0.0776

13
Properties=species:S:1:pos:R:3:forces:R:3 method="wB97M-V/def2-TZVPD" homo_lumo_gap_ev=9.7 smiles="O=[N+]([O-])OC/C(Cl)=[N+](/[O-])O" lumo_ha=0.010 fmax_ev_per_a=6.46 e_tot_ha=-1023.61416
O 2.9860 -0.7291 -1.3613 0.9348 0.0706 -0.4266
N 2.4518 -0.6448 -0.3129 -2.6216 0.4246 -1.2927
O 2.7234 -1.0623 0.7475 0.5032 -0.1985 1.8487
O 1.1442 -0.0456 -0.5154 -0.7929 0.9352 0.0942
C 0.2780 0.2956 0.6804 2.5010 2.6290 -0.8178
C -1.0837 0.9426 0.4232 0.6009 -2.1018 -1.7338
Cl -1.7156 2.2722 1.1836 -0.0001 0.9686 0.6793
N -1.9192 0.2764 -0.3522 1.3103 -1.0837 0.2901
O -3.0953 0.3941 -0.6029 -0.6014 0.5107 -0.2574
O -1.2336 -0.8434 -0.8647 3.7011 2.7770 4.5149
H 0.9251 1.0056 1.2389 -0.7842 -0.2939 -0.0420
H 0.2293 -0.5821 1.2071 -0.6085 -2.1279 1.4227
H -1.6904 -1.2792 -1.4712 -4.1426 -2.5099 -4.2797

58
Properties=species:S:1:pos:R:3:forces:R:3 method="wB97M-V/def2-TZVPD" homo_lumo_gap_ev="2.9 / 2.5" lumo_ha="0.090 / 0.093" fmax_ev_per_a=3.13 total_charge=-1 e_tot_ha=-1719.93671
La 0.3309 0.3188 0.3498 0.4109 0.0913 -1.3866
Cl -1.7584 -1.2845 0.2545 -1.1111 -0.9238 0.2856
N 1.5650 -1.7108 0.3899 1.5258 -1.1670 -0.7598
N -1.2795 2.0853 0.2610 -1.3319 1.6842 -1.2618
C 2.5293 -1.9256 -0.4790 -2.5925 1.3508 1.1132
C -1.6866 2.7287 -0.8041 1.3975 -1.8774 1.8930
C 1.8006 -2.4468 1.6384 -0.4799 0.2836 -0.6431
C 3.2438 -2.9158 1.4306 0.3141 -0.0073 -0.4485
C 0.6993 -3.5125 1.7130 -0.0015 -0.3173 0.0576
C 1.6469 -1.5371 2.8677 0.1937 -0.0087 0.0005
H 0.4583 -3.9077 0.7127 0.1430 0.1018 0.4253
H -0.2154 -3.0450 2.1206 0.3589 -0.3027 -0.3284
H 1.0107 -4.3282 2.3765 -0.1146 -0.0163 -0.0086
H 2.4792 -0.8189 2.9434 -0.4278 -0.2347 0.0049
H 1.6324 -2.1864 3.7561 -0.0213 0.3159 -0.0764
H 0.6813 -0.9778 2.8388 0.5985 -0.4444 0.1052
C -1.9619 2.5729 1.4708 0.7291 -0.1814 -0.2002
C -3.0402 3.4732 0.8651 -0.1532 0.0051 -0.5696
C -0.9122 3.3098 2.3088 -0.0064 0.2718 -0.0446
C -2.4689 1.3823 2.2965 -0.2818 0.1752 -0.1293
H -3.0793 0.7072 1.6768 0.2044 0.1914 0.3440
H -3.0457 1.7737 3.1479 0.0571 -0.2178 -0.0961
H -1.6009 0.8111 2.6956 -0.6045 0.3145 -0.2533
H -0.3860 4.0603 1.6960 -0.2078 -0.1502 0.3160
H -0.1474 2.6052 2.6812 -0.4158 0.4426 -0.1815
H -1.4035 3.7943 3.1641 0.2160 -0.0154 -0.0935
O -2.6474 3.6022 -0.5922 -1.3481 0.9506 1.0404
H -3.0953 4.4674 1.3370 0.1397 -0.2478 -0.5427
H -4.0359 3.0028 0.9060 0.3268 0.1719 -0.2793
O 3.5236 -2.6611 -0.0298 1.2466 -1.2534 1.5259
H 3.4008 -3.9769 1.6751 0.0695 0.3127 -0.4704
H 3.9400 -2.2998 2.0335 -0.1669 -0.2583 -0.5499
C 2.5249 -1.2963 -1.8538 -0.3995 0.3869 -0.2404
C -1.0395 2.5074 -2.1541 0.3288 -0.4399 -0.3144
C -0.5799 1.0539 -2.4284 -0.9157 0.3870 0.2928
H -0.1434 3.1522 -2.1736 -0.1493 0.0323 0.0070
H -1.7110 2.8745 -2.9467 0.1409 -0.0904 0.2989
C 0.7706 0.6133 -2.2350 1.5946 1.3906 0.9221
C 1.1375 -0.7703 -2.2994 0.0816 -1.1363 -0.2005
H 1.5410 1.3565 -1.9417 -0.1950 -0.2320 -0.4479
C 0.2112 -1.6599 -2.8648 1.0681 0.1355 0.2805
C -1.0507 -1.1797 -3.2396 -0.9135 0.0346 -0.4661
C 0.5371 -3.1198 -3.0493 -0.1087 -0.0714 0.1145
C -1.4787 0.1311 -2.9878 0.0630 -0.0551 -0.0400
H -1.7580 -1.8759 -3.6960 0.1141 0.1325 0.1509
C -2.9009 0.5188 -3.2938 -0.0303 -0.1369 0.0308
H -3.4001 -0.2973 -3.8336 0.0744 0.2267 0.1293
H -2.9538 1.4256 -3.9148 -0.0908 -0.1811 0.1205
H -3.4663 0.7033 -2.3650 0.0541 0.0178 -0.1925
H 1.5041 -3.2637 -3.5547 -0.2573 -0.0704 0.1138
H -0.2425 -3.6039 -3.6537 0.2237 0.0867 0.1416
H 0.5777 -3.6456 -2.0794 -0.0003 0.0072 -0.2000
H 2.9326 -2.0070 -2.5948 -0.0219 0.1304 0.2866
H 3.2307 -0.4493 -1.8117 -0.0546 -0.1286 -0.1617
O 2.2348 3.0332 3.3624 -0.1553 -0.3490 -0.7098
C 2.4079 1.9503 2.8173 -0.5453 -0.3792 -0.0303
O 1.7628 1.3985 1.8208 1.2189 1.3992 1.4972
H 3.1745 1.2893 3.2690 0.2088 -0.1367 -0.1708